15 unconnected molecules or ions with the total composition C39H103N8O29 at a distorted geometry. Source: the Open Molecules 2025 dataset; level of theory: wB97M-V/def2-TZVPD.

Positions of all 179 atoms, in Å:
1 C 0.357 5.464 3.575
2 C -0.266 4.742 2.386
3 C -1.777 4.536 2.537
4 O -2.378 5.786 2.330
5 C -3.787 5.835 2.655
6 N 0.005 5.533 1.179
7 H 1.467 6.049 0.315
8 H -0.526 5.168 0.399
9 H -0.480 6.368 1.423
10 H 1.443 5.459 3.516
11 H 0.153 4.861 4.435
12 H -0.008 6.516 3.753
13 H 0.281 3.813 2.419
14 H -1.965 4.067 3.550
15 H -2.136 3.835 1.761
16 H -4.126 6.853 2.569
17 H -3.960 5.464 3.656
18 H -4.294 5.216 1.895
19 C -3.139 -3.745 -5.097
20 C -3.677 -4.189 -3.809
21 C -4.835 -3.383 -3.477
22 O -5.388 -3.672 -2.213
23 C -5.487 -2.601 -1.291
24 N -4.022 -5.659 -3.837
25 H -4.740 -5.876 -4.541
26 H -3.223 -6.276 -3.954
27 H -4.452 -5.973 -2.963
28 H -2.930 -2.668 -5.156
29 H -3.819 -3.995 -5.921
30 H -2.235 -4.323 -5.328
31 H -2.888 -4.040 -3.053
32 H -5.671 -3.517 -4.207
33 H -4.488 -2.328 -3.573
34 H -5.886 -1.714 -1.790
35 H -4.482 -2.345 -0.922
36 H -6.067 -2.832 -0.408
37 C 4.282 0.465 2.904
38 C 3.180 1.489 3.052
39 C 3.846 2.847 3.039
40 O 4.380 3.232 4.239
41 C 3.435 3.537 5.193
42 N 2.357 1.456 1.828
43 H 1.840 0.593 1.665
44 H 1.620 2.202 1.835
45 H 3.044 1.635 1.078
46 H 3.965 -0.575 2.963
47 H 4.989 0.661 3.713
48 H 4.730 0.655 1.919
49 H 2.663 1.233 3.990
50 H 3.218 3.674 2.709
51 H 4.643 2.787 2.312
52 H 3.174 2.628 5.717
53 H 2.475 3.845 4.795
54 H 3.761 4.315 5.911
55 C -5.356 2.141 1.388
56 C -4.113 1.282 1.294
57 C -4.521 -0.189 1.407
58 O -5.193 -0.298 2.634
59 C -5.419 -1.671 2.887
60 N -3.512 1.495 -0.109
61 H -3.597 2.515 -0.380
62 H -2.550 1.220 -0.126
63 H -4.010 0.943 -0.813
64 H -5.884 2.114 0.444
65 H -5.097 3.173 1.612
66 H -5.999 1.809 2.181
67 H -3.359 1.436 2.083
68 H -3.668 -0.896 1.316
69 H -5.249 -0.459 0.578
70 H -6.276 -2.140 2.421
71 H -5.600 -1.731 3.958
72 H -4.564 -2.304 2.633
73 C 7.470 -1.370 -0.658
74 C 6.310 -2.179 -1.228
75 C 5.013 -1.520 -1.435
76 O 4.197 -2.382 -2.145
77 C 3.009 -1.790 -2.769
78 N 6.657 -2.819 -2.577
79 H 7.028 -2.093 -3.171
80 H 7.260 -3.635 -2.601
81 H 5.718 -3.063 -2.929
82 H 7.913 -0.668 -1.323
83 H 8.286 -2.060 -0.406
84 H 7.152 -0.785 0.214
85 H 6.190 -3.035 -0.555
86 H 5.078 -0.574 -1.958
87 H 4.632 -1.312 -0.430
88 H 2.572 -2.658 -3.254
89 H 3.274 -0.967 -3.409
90 H 2.362 -1.453 -1.966
91 C 0.854 4.465 -3.218
92 C 0.643 3.023 -3.724
93 C 1.725 2.492 -4.616
94 O 1.611 1.145 -4.657
95 C 2.382 0.552 -5.669
96 N 0.323 2.021 -2.662
97 H -0.149 2.449 -1.874
98 H -0.222 1.189 -3.107
99 H 1.148 1.611 -2.189
100 H 1.080 5.193 -4.023
101 H 1.666 4.524 -2.477
102 H -0.091 4.754 -2.703
103 H -0.303 3.061 -4.331
104 H 2.744 2.713 -4.276
105 H 1.681 2.825 -5.671
106 H 1.932 -0.457 -5.804
107 H 3.432 0.457 -5.437
108 H 2.274 1.164 -6.569
109 C -2.670 -2.152 4.468
110 C -1.294 -2.689 4.037
111 C -1.395 -3.929 3.114
112 O -1.936 -3.509 1.914
113 C -2.691 -4.494 1.263
114 N -0.559 -1.609 3.380
115 H 0.389 -1.936 3.081
116 H -0.937 -1.391 2.490
117 H -0.438 -0.663 3.968
118 H -3.511 -2.847 4.400
119 H -2.965 -1.267 3.876
120 H -2.621 -1.776 5.475
121 H -0.746 -3.004 4.914
122 H -1.984 -4.687 3.602
123 H -0.394 -4.356 2.940
124 H -3.738 -4.397 1.516
125 H -2.432 -5.532 1.519
126 H -2.687 -4.484 0.176
127 C 0.622 -6.367 -1.533
128 C 1.402 -5.188 -0.975
129 C 0.486 -3.992 -1.008
130 O 0.480 -3.515 -2.344
131 C -0.503 -2.436 -2.573
132 N 1.847 -5.415 0.397
133 H 1.147 -5.177 1.090
134 H 1.965 -6.417 0.517
135 H 3.012 -4.415 0.629
136 H -0.237 -6.500 -0.862
137 H 1.190 -7.291 -1.516
138 H 0.359 -6.094 -2.572
139 H 2.337 -4.909 -1.499
140 H 0.848 -3.311 -0.234
141 H -0.541 -4.215 -0.720
142 H -1.327 -2.567 -1.867
143 H -0.840 -2.557 -3.625
144 H 0.036 -1.541 -2.389
145 O -3.059 5.046 -2.417
146 C -2.861 4.202 -1.473
147 O -3.919 4.010 -0.772
148 O -1.789 3.704 -1.317
149 H -3.975 5.414 -2.408
150 O 4.466 1.809 -2.316
151 C 3.719 1.501 -1.126
152 O 4.326 1.855 -0.095
153 O 2.628 0.910 -1.375
154 H 5.262 2.319 -2.050
155 O -2.667 -0.422 -2.571
156 C -2.262 -0.305 -3.796
157 O -3.044 -0.579 -4.725
158 O -1.083 0.056 -3.976
159 H -1.924 -0.401 -1.934
160 O -0.052 2.429 5.786
161 C -0.041 1.708 4.708
162 O 0.226 2.207 3.597
163 O -0.369 0.457 4.899
164 H -0.423 1.799 6.442
165 O 3.152 4.297 0.144
166 C 3.289 5.641 -0.172
167 O 4.396 6.045 -0.552
168 O 2.218 6.493 -0.059
169 H 4.007 3.909 -0.023
170 O 2.371 -1.447 1.160
171 C 2.414 -2.675 1.587
172 O 3.222 -3.375 0.855
173 O 1.631 -2.937 2.503
174 H 2.718 -1.470 0.272
175 O -0.860 0.570 1.835
176 C -0.696 0.716 0.494
177 O -1.424 -0.156 -0.080
178 O 0.048 1.620 0.084
179 H -0.384 1.318 2.351

Net charge: +1
2S+1: 1
DFT total energy in Ha: -4167.623422
LUMO level in eV: -2.95

Here are the Löwdin charges for atoms 1 to 2, given in e: atom 1 (C): -0.048, atom 2 (C): -0.398

A single C3H8N2S molecule at a distorted geometry. Source: the Open Molecules 2025 dataset; level of theory: wB97M-V/def2-TZVPD.

Positions of all 14 atoms, in Å:
1 C 2.088 -2.011 -0.548
2 S 0.873 -0.792 -1.010
3 N -0.029 -0.764 0.422
4 C -1.061 -0.040 0.659
5 C -1.670 1.173 -0.021
6 N -0.815 2.365 -0.003
7 H 2.712 -2.244 -1.376
8 H 1.645 -2.903 -0.183
9 H 2.743 -1.614 0.265
10 H -1.467 -0.288 1.624
11 H -1.915 1.001 -1.039
12 H -2.554 1.437 0.514
13 H 0.120 2.031 -0.290
14 H -0.671 2.650 0.986

2S+1: 1
ΔE to the lowest compared entry with this formula, charge and spin in kJ/mol: 171.5
SMILES string: CS/N=C\CN
DFT total energy in Ha: -626.757961
LUMO level in eV: 0.99

Here are the Löwdin charges for atoms 1 to 2, given in e: atom 1 (C): -0.423, atom 2 (S): 0.798

A molecular structure, C17H52Cl2FHgN2O16 at a distorted geometry. Source: the Open Molecules 2025 dataset; level of theory: wB97M-V/def2-TZVPD.

Positions of all 91 atoms, in Å:
1 Hg 0.563 -0.237 -1.037
2 Cl 3.127 2.582 -1.998
3 O 2.967 3.857 -2.637
4 O 1.908 2.200 -1.270
5 O 3.422 1.572 -3.014
6 O 4.205 2.603 -1.045
7 Cl -0.681 -3.620 -0.587
8 O -0.616 -4.071 -1.960
9 O -0.981 -2.152 -0.608
10 O -1.687 -4.250 0.242
11 O 0.600 -3.823 -0.003
12 F -1.262 1.030 -0.672
13 C -3.256 3.242 -1.959
14 O -2.051 3.569 -1.261
15 H -3.029 3.327 -3.008
16 H -3.497 2.235 -1.657
17 H -3.956 4.002 -1.608
18 H -1.560 2.753 -1.098
19 C 1.578 2.843 2.020
20 O 1.237 1.492 2.272
21 H 2.616 2.740 1.712
22 H 0.969 3.279 1.256
23 H 1.472 3.401 2.922
24 H 0.261 1.346 2.370
25 C -4.038 -1.194 0.343
26 O -3.920 0.197 -0.156
27 H -4.341 -1.886 -0.433
28 H -3.145 -1.559 0.827
29 H -4.769 -1.102 1.157
30 H -2.995 0.363 -0.296
31 C 4.228 -1.396 1.323
32 C 3.386 -1.003 0.166
33 C 3.263 -2.311 -0.714
34 O 2.443 -1.950 -1.760
35 C 2.219 -2.870 -2.860
36 N 2.004 -0.674 0.544
37 H 3.887 -2.313 1.806
38 H 4.424 -0.652 2.112
39 H 5.250 -1.636 0.855
40 H 3.751 -0.153 -0.414
41 H 2.786 -3.063 -0.056
42 H 4.239 -2.695 -1.049
43 H 2.099 -2.222 -3.714
44 H 1.343 -3.466 -2.684
45 H 3.134 -3.478 -3.082
46 H 1.900 0.153 1.097
47 H 1.610 -1.440 1.094
48 C -1.252 -3.007 3.219
49 C -0.548 -1.665 3.502
50 C -0.663 -1.327 5.008
51 O -0.457 0.033 5.239
52 C -0.659 0.358 6.592
53 N 0.954 -1.788 3.126
54 H -2.299 -2.833 2.915
55 H -1.210 -3.705 4.040
56 H -0.602 -3.385 2.449
57 H -0.981 -0.840 3.015
58 H 0.114 -1.886 5.597
59 H -1.648 -1.615 5.348
60 H -1.722 0.204 6.769
61 H -0.346 1.395 6.715
62 H -0.032 -0.266 7.269
63 H 1.301 -2.385 3.887
64 H 1.422 -0.888 3.332
65 C -1.922 -1.735 -4.062
66 C -1.519 -0.483 -3.329
67 O -0.068 -0.399 -3.147
68 H -2.990 -1.567 -4.335
69 H -1.777 -2.651 -3.461
70 H -1.368 -1.854 -5.030
71 H -1.953 -0.370 -2.347
72 H -1.840 0.395 -3.846
73 H 0.329 0.301 -3.697
74 C -2.835 2.130 3.675
75 C -2.420 2.253 2.270
76 O -1.503 1.229 1.976
77 H -3.694 2.788 3.840
78 H -2.024 2.243 4.401
79 H -3.239 1.117 3.797
80 H -1.924 3.209 2.103
81 H -3.279 2.132 1.653
82 H -1.383 1.279 1.000
83 C 0.878 2.999 -5.735
84 C 1.802 1.804 -5.981
85 O 1.789 0.804 -4.958
86 H -0.151 2.636 -5.707
87 H 0.867 3.728 -6.534
88 H 0.959 3.510 -4.813
89 H 2.901 2.112 -6.125
90 H 1.564 1.293 -6.917
91 H 2.319 1.130 -4.193

Net charge: -1
2S+1: 1
DFT total energy in Ha: -3165.438271
LUMO level in eV: 2.43

Here are the Löwdin charges for atoms 1 to 2, given in e: atom 1 (Hg): 1.292, atom 2 (Cl): 0.674